Entry from the OMol25 dataset: a structure of composition C26H31BCaN3O4P (the ωB97M-V functional and the def2-TZVPD basis).

XYZ file:
```
67
Properties=species:S:1:pos:R:3:lowdin_charge:R:1
Ca -0.6019 -0.3953 1.0847 1.20
P 0.8024 -2.7262 -0.5001 1.06
O -0.3847 0.1574 4.4354 0.00
O -0.0324 -2.0933 4.6315 0.06
O -1.4656 -1.1652 -0.9592 -0.25
O -2.7338 -2.4048 0.3978 0.01
N -0.1388 1.2506 -0.8663 -0.12
N -1.2803 1.9549 1.5741 -0.15
N 1.4625 1.0073 1.4310 -0.15
C -0.8889 -3.4407 -0.7507 -0.22
C 0.5223 -1.9071 -3.2128 -0.09
C 0.2718 -2.1109 7.0855 0.00
C 3.2330 -1.3483 -3.4602 -0.09
C -0.1757 -0.1511 5.7555 -0.24
C 2.3766 -1.1055 -4.5276 -0.09
C 3.0011 -6.1941 -0.9634 -0.08
C -1.2548 2.2029 -0.9113 -0.19
C 0.0825 0.0901 8.0934 -0.10
C 1.3730 -2.1609 -2.1417 -0.39
C 1.0248 -1.3848 -4.4000 -0.08
C 2.3024 -5.0330 -1.2580 -0.09
C 2.7178 -5.7764 1.3868 -0.08
C -2.1012 2.1888 0.3755 -0.20
C 0.0346 -1.5156 5.8675 -0.24
C 1.8081 -4.2313 -0.2316 -0.38
C -0.1586 0.6810 6.8511 -0.01
C 2.1316 1.2011 0.1410 -0.19
C -1.8291 -2.2796 -0.4245 -0.81
C 3.2078 -6.5679 0.3584 -0.09
C 0.2927 -1.2789 8.2067 -0.10
C -0.1697 2.8945 1.7815 -0.18
C 1.1251 2.1975 2.2182 -0.19
C 2.7329 -1.8668 -2.2771 -0.13
C 2.0259 -4.6098 1.0925 -0.10
C 1.2095 1.8247 -0.9113 -0.19
B -0.2954 -1.0745 3.6779 -0.40
H -0.4176 3.6373 2.5448 0.13
H 3.3825 -6.8113 -1.7671 0.10
H -1.0360 -3.8235 -1.7626 0.09
H 0.4313 -3.1778 7.1659 0.12
H -2.8175 1.3638 0.3140 0.12
H 4.2902 -1.1348 -3.5537 0.10
H -0.2612 0.5216 -1.5586 0.09
H -0.0090 3.4515 0.8614 0.09
H -0.8715 3.2080 -1.0985 0.11
H -1.8687 1.9194 2.3984 0.12
H -2.6844 3.1158 0.4286 0.12
H 2.0310 0.3974 2.0074 0.11
H 1.6746 1.6920 -1.8927 0.12
H -1.0341 -4.2565 -0.0446 0.09
H 0.9885 1.8542 3.2440 0.11
H 3.0404 1.8112 0.2284 0.12
H 3.7522 -7.4756 0.5854 0.10
H 2.4334 0.2089 -0.2049 0.10
H 2.7630 -0.7004 -5.4541 0.10
H 2.1442 -4.7484 -2.2915 0.11
H 1.9364 2.9380 2.2102 0.12
H 0.3511 -1.1958 -5.2263 0.10
H 1.6452 -3.9854 1.8942 0.10
H -0.5389 -2.0884 -3.1123 0.09
H -0.3290 1.7449 6.7478 0.11
H 2.8782 -6.0640 2.4178 0.10
H 0.4746 -1.7114 9.1820 0.10
H 1.1431 2.9007 -0.7482 0.10
H 3.4058 -2.0622 -1.4483 0.11
H 0.1035 0.7075 8.9819 0.09
H -1.9224 1.9703 -1.7417 0.12
```

Its relative energy (zero: lowest compared OMol25 entry of this formula, charge and spin) is 3.5 kcal per mole. As for the charge: 0. The calculation puts the HOMO energy at -7.02 eV.

=====

Entry from the OMol25 dataset: a structure of composition C26H31BHfI2N7O3Se (the ωB97M-V functional and the def2-TZVPD basis).

XYZ file:
```
72
Properties=species:S:1:pos:R:3:lowdin_charge:R:1
Hf -0.9301 -0.1745 0.2545 1.53
I -2.3338 7.5182 0.9053 0.87
I -0.2754 3.1696 -2.7914 1.05
Se -3.3818 -1.1280 0.6368 0.68
O 1.1585 0.3098 -1.7018 -0.04
O -1.6035 1.4927 -0.5782 -0.30
O 1.5615 -1.8580 -1.2901 0.05
N -2.4974 -2.8093 4.4620 0.16
N -1.2994 -1.6617 2.8361 0.00
N -1.6150 -2.7625 3.4590 -0.27
N -0.3608 -1.9901 1.9630 -0.06
N -1.7182 1.2407 2.2165 -0.14
N -0.9443 -3.8053 3.0584 0.16
N 0.8721 0.6133 1.7929 0.03
C 2.9863 1.4839 3.3822 -0.02
C -0.7181 2.0539 2.9121 -0.12
C -3.0268 -2.0181 -1.0430 -0.66
C -1.4467 5.1245 -0.7679 -0.21
C -1.7803 2.7592 -0.2452 -0.40
C -2.6185 -3.5281 -3.3267 -0.07
C 3.9793 -1.7122 -1.2154 0.00
C 3.4391 1.0484 -1.6775 0.00
C -3.8289 -1.8114 -2.1535 -0.11
C -2.4517 3.1571 0.9294 -0.18
C 1.7052 1.9639 3.5783 0.01
C 2.8157 -2.2993 -3.3079 -0.01
C 2.3062 0.4407 -3.8178 -0.02
C -0.1620 -3.3012 2.1187 -0.16
C -1.2959 3.7880 -1.0660 -0.60
C -2.1226 5.4791 0.3872 -0.71
C 2.7216 -1.4367 -2.0490 -0.44
C 0.6736 1.5103 2.7615 -0.23
C 2.1089 0.1302 1.6322 -0.12
C -2.0032 -2.9597 -1.0767 -0.18
C 2.4369 0.0908 -2.3334 -0.45
C 3.1926 0.5391 2.3857 -0.03
C -2.8921 2.0783 1.8767 -0.16
C -2.6161 4.5006 1.2328 -0.12
C -3.6156 -2.5665 -3.2939 -0.06
C -1.8101 -3.7202 -2.2183 -0.07
B 0.6482 -0.8389 -1.1429 -0.71
H 4.1723 0.1230 2.2106 0.12
H 2.2159 -0.6255 0.8674 0.09
H 0.5340 -3.8707 1.5392 0.13
H -1.0432 -4.4791 -2.2162 0.11
H -2.0381 0.4985 2.8458 0.08
H 1.4928 2.6903 4.3466 0.13
H 4.8610 -1.4041 -1.7708 0.10
H 1.5069 -0.1246 -4.2887 0.10
H 3.9700 -1.2014 -0.2570 0.06
H -1.0321 5.8794 -1.4168 0.09
H 3.8039 1.8295 3.9958 0.12
H -4.2531 -2.4177 -4.1511 0.11
H -0.7290 3.0510 2.4490 0.14
H -0.9563 2.1828 3.9760 0.14
H -4.6267 -1.0853 -2.1139 0.11
H 3.6191 -1.9449 -3.9460 0.09
H -2.8076 -3.7532 4.6693 0.13
H -1.4248 -3.1696 -0.1803 0.07
H 2.0663 1.4972 -3.9150 0.05
H -3.2449 -2.1342 4.3699 0.12
H 4.4225 0.9253 -2.1231 0.10
H -3.6472 1.4456 1.3951 0.07
H -2.4850 -4.1401 -4.2046 0.11
H 4.0520 -2.7803 -1.0219 0.09
H 1.8849 -2.2869 -3.8637 0.09
H -3.3254 2.5228 2.7816 0.13
H 3.0334 -3.3267 -3.0268 0.09
H 3.2395 0.2517 -4.3394 0.09
H -3.1329 4.7803 2.1387 0.10
H 3.5016 0.8821 -0.6031 0.07
H 3.1100 2.0739 -1.8347 0.09
```

Its relative energy (zero: lowest compared OMol25 entry of this formula, charge and spin) is 0.0 kcal per mole. As for the charge: +1. The calculation puts the HOMO energy at -10.43 eV.

=====

Entry from the OMol25 dataset: a structure of composition C26H31BrCuN5O5 (the ωB97M-V functional and the def2-TZVPD basis).

XYZ file:
```
69
Properties=species:S:1:pos:R:3:lowdin_charge:R:1
Br -1.9833 2.4833 4.6414 0.81
Cu -0.2892 -0.4923 2.0072 0.32
O 3.7364 -0.9244 2.7832 -0.04
O -1.1774 1.3584 1.3236 -0.05
O 1.7423 -1.1487 1.7990 -0.04
O 1.2341 -0.1672 -1.6299 0.05
O -0.0946 3.3234 1.5004 0.00
N 1.9782 2.0806 0.2039 0.23
N 0.3470 -0.4540 4.0120 0.04
N 3.6029 0.4204 0.1351 0.19
N -1.4653 -1.7239 0.9138 0.02
N 3.4231 1.7552 1.9938 0.10
C -3.0101 -0.8618 -3.6141 -0.08
C -3.0559 -3.3562 -0.6666 -0.07
C 1.7810 2.1122 3.8253 -0.17
C -1.4778 0.5234 -1.7514 -0.01
C -4.1535 3.8856 3.4822 -0.13
C -2.9391 3.2800 3.1992 -0.59
C -1.7226 -1.2873 -3.3227 -0.03
C 0.4671 -0.9704 -2.1298 -0.36
C -2.6968 -1.3431 0.5599 -0.11
C -3.5237 -2.1292 -0.2230 -0.05
C 2.4854 -0.8761 2.7761 -0.64
C -4.8672 4.4835 2.4553 -0.09
C -0.9441 -0.5839 -2.4068 -0.16
C 1.8246 -0.4530 4.1092 -0.27
C -1.0161 -2.9047 0.4833 -0.11
C 0.9523 -2.3471 -2.5022 0.00
C -2.4124 3.2536 1.9229 -0.17
C -3.1406 3.8672 0.9054 -0.03
C -4.3581 4.4745 1.1633 -0.08
C 2.2956 0.9083 4.6277 -0.14
C -2.7728 0.9304 -2.0247 -0.06
C 2.9684 1.4225 0.7866 -0.44
C -1.7759 -3.7487 -0.3090 -0.07
C 2.8125 2.7288 2.8850 -0.15
C -1.0988 2.5892 1.5704 -0.65
C -3.5334 0.2491 -2.9664 -0.08
H 0.8986 1.8483 3.2393 0.07
H 0.1899 -3.1077 -2.3428 0.07
H -0.0456 0.3581 4.4784 0.03
H -3.1919 1.7755 -1.4927 0.10
H -4.5304 3.8884 4.4954 0.10
H -3.0029 -0.3657 0.9117 0.11
H 1.9372 0.9796 5.6581 0.11
H 3.3874 0.9089 4.6766 0.12
H -4.5418 0.5762 -3.1870 0.11
H 3.0339 -0.0118 -0.5828 0.08
H 4.0223 -0.2552 0.7731 0.09
H 2.1554 -1.2028 4.8338 0.15
H 1.8406 -2.5718 -1.9164 0.09
H 4.0011 1.0385 2.4219 0.12
H 1.2270 -2.3563 -3.5598 0.10
H -4.9041 4.9517 0.3598 0.10
H -0.0064 -3.1562 0.7876 0.12
H 1.6324 1.6654 -0.6494 0.09
H -1.3660 -4.6975 -0.6281 0.11
H -4.5094 -1.7722 -0.4860 0.11
H -3.6057 -1.3986 -4.3411 0.10
H -2.7274 3.8738 -0.0969 0.12
H -0.0496 -1.2608 4.4779 0.10
H 1.4497 2.9056 4.4999 0.11
H -1.3204 -2.1548 -3.8304 0.11
H 2.3524 3.5197 2.2957 0.11
H -0.9006 1.0283 -0.9897 0.10
H 1.2694 2.5935 0.7582 0.06
H -5.8143 4.9607 2.6688 0.10
H -3.6755 -3.9934 -1.2841 0.11
H 3.6269 3.1782 3.4580 0.12
```

Its relative energy (zero: lowest compared OMol25 entry of this formula, charge and spin) is 0.0 kcal per mole. As for the charge: 0. The calculation puts the HOMO energy at -7.26 eV.

=====

Entry from the OMol25 dataset: a structure of composition C26H31Cl2InN4O3P (the ωB97M-V functional and the def2-TZVPD basis).

XYZ file:
```
68
Properties=species:S:1:pos:R:3:lowdin_charge:R:1
In -1.1669 1.8258 -0.3846 0.75
Cl -0.3676 0.9805 2.9400 0.51
Cl -2.8500 -0.1716 1.8629 0.54
P 1.0665 -0.9273 -0.3222 1.07
O -3.2984 0.2490 -1.2559 -0.09
O -5.5346 -0.0282 -1.4132 0.00
O -0.8664 -0.7126 -2.8050 0.03
N -3.7513 2.8985 -0.6672 0.01
N -1.3614 4.5732 0.9307 0.10
N -0.2534 0.4626 -3.1773 -0.26
N -4.7621 1.9641 -0.8716 0.02
C 2.8184 -2.5789 -1.7687 -0.07
C 0.1995 4.8630 4.0451 -0.09
C 3.5882 -2.2071 -4.0046 -0.06
C 0.4552 -2.4777 0.4265 -0.37
C -4.4371 0.6881 -1.1907 -0.59
C 3.6261 -2.9465 -2.8303 -0.06
C -5.3163 -1.4144 -1.7347 -0.01
C 4.6010 0.7599 0.8363 -0.08
C -0.8126 5.1099 1.7841 -0.21
C 1.8801 -0.7785 -3.0473 -0.22
C -0.7120 -4.7843 1.4938 -0.07
C -1.5917 -0.2873 3.1120 -0.95
C 2.5162 -0.4604 0.6919 -0.37
C -1.0543 1.5698 -3.2302 -0.14
C -1.5001 -3.8463 0.8439 -0.08
C 1.2349 -3.4284 1.0869 -0.10
C 0.6555 -4.5713 1.6162 -0.07
C 4.6432 0.5449 2.2071 -0.08
C 3.6217 -0.1643 2.8209 -0.08
C 2.7226 -1.1357 -4.1062 -0.03
C -0.9184 -2.6997 0.3194 -0.13
C 3.5450 0.2654 0.0867 -0.09
C 2.5652 -0.6610 2.0699 -0.14
C -0.1094 5.7968 2.8721 -0.21
C 1.9447 -1.4953 -1.8460 -0.30
C 1.0409 0.3985 -3.2903 -0.04
H -4.7836 -1.9083 -0.9253 0.09
H -2.5669 -4.0030 0.7495 0.10
H 1.4667 1.2625 -3.7829 0.15
H 4.2267 -2.4661 -4.8384 0.11
H -4.7499 -1.5026 -2.6590 0.10
H -2.0607 1.3685 -3.5656 0.06
H -6.3063 -1.8394 -1.8556 0.10
H -1.1052 -1.2502 3.0005 0.02
H 4.2903 -3.7950 -2.7365 0.11
H -1.1599 -5.6780 1.9078 0.11
H -1.7074 -0.4443 -2.3854 0.07
H 0.6450 5.4358 4.8557 0.08
H -0.7067 4.3871 4.4160 0.08
H -1.5386 -1.9627 -0.1793 0.07
H -2.0618 -0.1793 4.0812 0.03
H -3.8520 3.3548 0.2324 0.09
H 0.9007 4.0840 3.7486 0.07
H 1.7752 -1.2093 2.5685 0.08
H -5.7348 2.2324 -0.8879 0.17
H 3.5345 0.4249 -0.9852 0.10
H 1.2735 -5.2982 2.1268 0.11
H -0.5544 2.4562 -3.5927 0.06
H 3.6483 -0.3404 3.8885 0.11
H -3.7420 3.5933 -1.4062 0.11
H 0.8068 6.2170 2.4561 0.12
H 2.6833 -0.5615 -5.0239 0.12
H -0.7323 6.6341 3.1887 0.12
H 2.2995 -3.2714 1.2109 0.10
H 5.3966 1.3068 0.3472 0.11
H 5.4718 0.9215 2.7922 0.11
H 2.8827 -3.1429 -0.8468 0.09
```

Its relative energy (zero: lowest compared OMol25 entry of this formula, charge and spin) is 0.0 kcal per mole. As for the charge: +1. The calculation puts the HOMO energy at -9.35 eV.

=====

Entry from the OMol25 dataset: a structure of composition C26H31F4N5O2STi (the ωB97M-V functional and the def2-TZVPD basis).

XYZ file:
```
70
Properties=species:S:1:pos:R:3:lowdin_charge:R:1
Ti -0.1262 -0.7193 -0.4540 1.00
S -0.0373 2.5870 0.2877 1.06
F 3.2460 2.1096 2.4406 0.09
F 1.7328 0.7260 0.7367 -0.04
F 0.7122 0.4826 6.0581 0.11
F -0.8093 -0.9202 4.4536 0.07
O -0.4502 1.3849 -0.5291 -0.60
O 0.4602 -4.1645 -2.2132 0.10
N -0.3167 -0.7589 -2.4063 -0.02
N -0.4080 -0.7155 1.5281 -0.10
N -2.3790 -0.8327 -0.3254 -0.31
N 1.9708 -1.4045 -0.6243 0.02
N -0.1264 -2.6346 -0.5967 -0.12
C 0.1669 -0.1700 3.8877 -0.12
C 2.2618 1.3589 2.9599 -0.23
C 4.3117 -1.0264 -0.4010 -0.03
C 0.3512 -0.1419 2.4739 -0.18
C -1.5758 3.5961 0.5267 -0.34
C -3.0840 0.4016 0.0292 -0.07
C -0.8332 -2.3601 -4.1382 0.03
C -1.6554 -1.3208 1.9818 -0.19
C -0.4153 -2.0415 -2.8590 -0.18
C -1.7655 3.7867 2.0192 -0.13
C -1.0989 -0.0272 -4.5538 -0.03
C 2.0744 3.1340 -1.3907 -0.12
C 1.4695 0.6365 2.0950 -0.16
C 2.0588 -2.4166 0.2493 -0.22
C -2.4888 -1.7848 0.7867 -0.19
C 0.7945 -3.2429 0.3408 -0.12
C 4.3756 -1.9704 0.6153 -0.02
C -1.2002 -1.3432 -5.0083 -0.01
C 3.2385 -2.6991 0.9244 0.02
C 0.7598 3.7208 -0.9173 -0.35
C -3.0664 -1.4093 -1.4835 -0.06
C 0.0175 -3.0794 -1.8680 -0.48
C 3.0853 -0.7720 -0.9878 -0.10
C 0.9726 0.5491 4.7512 -0.21
C -0.6539 0.2187 -3.2731 -0.10
C 2.0272 1.3428 4.3204 0.07
H 1.9042 2.1543 -1.8362 0.06
H -1.5507 -1.5616 -6.0029 0.12
H -4.1296 0.1836 0.2919 0.11
H -3.5382 -1.9045 1.0951 0.14
H -1.4691 -2.1888 2.6299 0.13
H -4.1280 -1.5746 -1.2561 0.11
H -0.8785 -3.4007 -4.4210 0.13
H 0.9101 4.6556 -0.3786 0.10
H 2.6245 1.9046 5.0138 0.14
H 2.5262 3.7861 -2.1349 0.09
H -2.6024 0.8795 0.8817 0.07
H -3.0762 1.0825 -0.8245 0.09
H -2.6349 4.4075 2.2205 0.09
H 0.3915 -3.2681 1.3592 0.13
H -1.4697 4.5552 0.0282 0.09
H -2.9996 -0.7339 -2.3374 0.09
H -2.1172 -2.7490 0.4296 0.11
H 3.2682 -3.4892 1.6589 0.13
H -2.3986 3.0497 0.0767 0.07
H -1.3623 0.7984 -5.1947 0.11
H 5.2996 -2.1434 1.1451 0.12
H 2.9801 -0.0417 -1.7829 0.12
H 5.1906 -0.4965 -0.7240 0.11
H -1.8979 2.8324 2.5235 0.07
H -2.6179 -2.3666 -1.7492 0.09
H 0.0679 3.8813 -1.7440 0.10
H -0.5620 1.2346 -2.8986 0.11
H -2.2278 -0.5916 2.5774 0.12
H 2.7647 3.0233 -0.5578 0.08
H -0.8941 4.2782 2.4430 0.08
H 1.0279 -4.2743 0.0306 0.14
```

The multiplicity is 2. Its relative energy (zero: lowest compared OMol25 entry of this formula, charge and spin) is 47.0 kcal per mole. As for the charge: +1. As for the expectation value of S²: 0.76. The calculation puts the HOMO energy (spin up / spin down) at -10.12 / -10.27 eV.

=====

Entry from the OMol25 dataset: a structure of composition C26H31F5IrN8O7STe (the ωB97M-V functional and the def2-TZVPD basis).

XYZ file:
```
80
Properties=species:S:1:pos:R:3:lowdin_charge:R:1
Ir 0.0378 -1.8691 0.0041 1.43
Te 3.1892 -3.1442 -0.0443 2.06
S 1.3598 5.8218 0.8712 0.67
F 4.5266 -2.2846 -1.1422 -0.46
F 3.3739 -1.6618 1.1518 -0.42
F 4.7687 -3.8677 0.7144 -0.43
F 2.1013 -1.4091 -0.9335 -0.49
F 2.5157 -3.8357 1.8097 -0.49
O -3.5054 3.0794 3.0061 0.10
O 2.4875 5.2158 1.5283 -0.30
O 0.4799 -4.9384 0.1302 -0.07
O 1.5256 6.3905 -0.4320 -0.29
O -1.5489 -0.7372 -7.0660 0.17
O -0.6336 -2.7385 -7.7986 0.21
O -1.7302 4.3010 2.9367 0.09
N -0.3901 -1.7481 -1.9599 -0.04
N -1.8667 -2.8192 1.0134 0.01
N 0.6246 -3.7142 -0.5905 -0.23
N 0.5689 -2.0202 2.0694 -0.08
N -0.4078 2.1811 1.5161 0.09
N -2.3343 3.2678 2.6943 -0.31
N -1.7413 0.4115 -0.4215 0.04
N -0.5225 0.1416 0.2056 -0.03
C 0.5682 7.0235 1.9646 -0.28
C 1.6060 0.9089 0.9724 0.01
C 0.4826 3.3662 1.6788 -0.15
C -1.8641 0.1880 -1.7754 -0.07
C -0.9687 -0.6763 -2.5335 -0.19
C -2.5531 0.9938 1.7574 -0.02
C -1.6968 2.1889 2.0120 -0.05
C -0.2316 -1.4674 -4.6157 0.03
C -0.7705 -0.4334 -3.9146 -0.03
C -1.6626 -2.8675 2.4819 -0.19
C -2.7699 0.9600 0.2817 -0.15
C -3.9157 1.4790 -1.7365 0.04
C 0.2537 -2.6890 -2.6828 -0.21
C -2.9482 0.7748 -2.4226 0.05
C 2.5086 -6.0537 -0.5963 -0.10
C -0.1908 -3.0730 2.7565 -0.20
C -1.0902 -1.7324 -7.4480 -0.43
C 2.5959 -5.5714 -1.9318 -0.03
C 1.7849 -4.6381 -2.5469 -0.02
C 0.1282 4.4559 0.6752 -0.18
C 0.2279 -2.6348 -4.1044 0.00
C -3.8525 1.5143 -0.3435 0.05
C 0.1294 1.0855 0.8906 -0.22
C 1.5526 8.1545 2.1967 -0.10
C 1.4784 -5.8251 0.2554 -0.10
C 0.8623 -3.7651 -1.9378 -0.23
H 0.3108 6.4838 2.8757 0.10
H -4.7346 1.9496 -2.2613 0.14
H -0.8491 4.9003 0.8403 0.09
H 2.4597 7.7869 2.6731 0.09
H 3.2526 -6.7646 -0.2649 0.14
H -2.8029 -2.4910 0.7960 0.11
H -2.2369 -3.6731 2.9419 0.14
H -3.0469 0.6270 -3.4876 0.14
H 2.1005 1.5654 0.2495 0.14
H 2.0110 1.1229 1.9603 0.12
H 1.8178 8.6334 1.2558 0.09
H -4.6321 1.9775 0.2449 0.15
H 0.0071 -3.0755 3.8287 0.15
H 1.9485 -4.4981 -3.6046 0.12
H 0.5269 -3.4792 -4.7101 0.11
H 3.3646 -6.0224 -2.5469 0.14
H -3.4933 1.1273 2.2804 0.14
H 1.5166 3.0920 1.5201 0.10
H 1.5677 -2.2697 2.1379 0.06
H -0.3253 7.3497 1.4340 0.11
H -2.0624 0.0786 2.0942 0.11
H -1.0260 0.5150 -4.3705 0.12
H -2.0046 -1.9277 2.9182 0.11
H 0.4750 -1.1496 2.5895 0.11
H 0.3942 3.7438 2.6898 0.13
H 1.9014 -0.0923 0.6740 0.03
H 0.1268 -4.0359 2.3636 0.11
H 1.1033 8.9053 2.8448 0.09
H 0.2314 4.1276 -0.3592 0.11
H -1.7891 -3.7681 0.6509 0.10
H 1.3446 -6.4277 1.1453 0.16
```

The multiplicity is 2. Its relative energy (zero: lowest compared OMol25 entry of this formula, charge and spin) is 64.1 kcal per mole. As for the charge: +2. As for the expectation value of S²: 0.76. The calculation puts the HOMO energy (spin up / spin down) at -12.39 / -12.37 eV.

=====

| no. | total energy (a.u.) |
| --- | --- |
| 1 | -2518.55627 |
| 2 | -4687.97785 |
| 3 | -5873.99367 |
| 4 | -2905.67362 |
| 5 | -3080.59656 |
| 6 | -3243.11517 |